1.
DFT (ωB97M-V with the def2-TZVPD basis set) results for a molecular structure, C14H39KNO14P.

CARTESIAN COORDINATES (ANGSTROEM)
K: -0.264 0.152 -0.081
P: -2.682 -1.239 -1.722
O: -1.603 -2.363 -1.778
O: -3.914 -1.497 -2.541
O: -1.995 0.097 -2.236
O: -3.022 -1.034 -0.184
C: -4.127 0.544 2.991
C: -2.693 0.714 2.470
O: -2.685 1.132 1.165
O: -4.944 1.595 2.576
H: -4.176 0.466 4.080
H: -4.503 -0.415 2.594
H: -2.098 -0.210 2.592
H: -2.135 1.417 3.119
H: -2.928 0.332 0.560
H: -4.865 1.611 1.612
C: 0.756 -4.511 -1.334
C: 1.186 -3.152 -0.801
O: 0.887 -2.124 -1.709
O: -0.628 -4.692 -1.353
H: 1.254 -5.305 -0.748
H: 1.143 -4.641 -2.365
H: 2.244 -3.172 -0.500
H: 0.605 -2.993 0.129
H: -0.143 -2.142 -1.812
H: -1.113 -3.816 -1.428
C: -0.063 2.360 -3.479
C: -0.974 3.182 -2.593
O: -2.252 2.620 -2.405
O: 0.207 1.124 -2.924
H: 0.881 2.924 -3.595
H: -0.529 2.261 -4.473
H: -1.080 4.189 -3.011
H: -0.480 3.263 -1.604
H: -2.209 1.616 -2.394
H: -0.686 0.661 -2.684
C: -3.612 -3.769 1.541
C: -2.506 -3.052 2.287
O: -1.514 -2.585 1.420
O: -4.539 -2.889 0.960
H: -4.134 -4.447 2.233
H: -3.144 -4.425 0.790
H: -1.966 -3.743 2.952
H: -2.906 -2.225 2.885
H: -1.965 -2.122 0.660
H: -4.061 -2.209 0.401
C: 0.093 3.181 2.134
O: 0.659 2.559 0.980
C: 2.018 2.889 0.763
C: 2.488 2.253 -0.538
N: 2.456 0.778 -0.502
C: 3.503 0.203 0.298
C: 4.937 0.357 -0.172
O: 5.492 1.563 0.277
C: 6.861 1.626 0.015
H: 0.220 2.573 3.036
H: -0.977 3.272 1.923
H: 0.481 4.193 2.307
H: 2.693 2.673 1.602
H: 2.039 3.984 0.620
H: 3.539 2.604 -0.608
H: 1.990 2.735 -1.374
H: 2.537 0.527 -1.487
H: 3.309 -0.865 0.426
H: 3.481 0.590 1.324
H: 4.968 0.298 -1.271
H: 5.518 -0.484 0.239
H: 7.405 0.838 0.545
H: 7.202 2.629 0.270
H: 7.063 1.536 -1.069

Force components x, y, z for each atom (eV/Å):
K -0.373 -0.271 -0.337
P -0.790 0.677 -1.656
O -0.081 0.427 0.310
O 0.207 -0.331 0.443
O 0.412 -0.535 0.844
O 0.452 0.167 0.162
C 0.474 -1.315 -0.251
C 0.595 -0.375 1.451
O -0.041 0.295 -1.088
O -0.536 0.611 -0.055
H 0.129 0.191 0.068
H -0.018 0.144 0.027
H -0.468 -0.206 0.013
H -0.345 0.326 -0.334
H 0.160 0.017 0.037
H 0.139 0.154 0.030
C 0.290 -0.195 -0.469
C -0.840 -0.090 0.406
O 0.523 0.261 0.153
O -0.039 -0.445 0.435
H -0.341 0.053 0.159
H 0.158 0.250 0.123
H 0.089 0.173 -0.412
H 0.158 -0.157 -0.002
H 0.162 0.110 -0.165
H 0.106 -0.171 -0.205
C -0.182 0.475 -0.196
C -0.414 -0.335 0.629
O 0.198 0.755 -0.536
O 0.323 -0.498 0.438
H -0.051 -0.125 -0.092
H 0.041 0.052 -0.044
H -0.074 0.111 -0.007
H 0.114 0.194 -0.133
H -0.304 -0.069 0.309
H 0.308 -0.384 -0.295
C -0.096 -0.185 -0.082
C 0.548 -0.351 0.127
O 0.499 0.589 -0.558
O -0.187 -0.023 0.156
H -0.197 0.258 0.004
H 0.079 0.152 -0.009
H -0.353 -0.032 0.119
H -0.279 -0.096 0.131
H -0.017 0.026 0.239
H -0.066 -0.222 0.149
C -0.518 -0.130 -0.581
O 0.246 0.023 0.861
C -0.606 0.710 -0.677
C 1.474 0.486 1.208
N -0.342 1.340 -0.891
C 0.195 -0.435 0.568
C -0.238 -0.682 -0.199
O 0.070 0.445 0.249
C 0.084 0.399 -0.797
H 0.175 0.015 -0.055
H 0.112 -0.129 0.128
H 0.200 -0.124 -0.117
H -0.287 -0.321 0.122
H 0.328 -0.083 0.033
H -0.213 -0.041 -0.160
H -0.554 -0.715 -0.145
H -0.297 -0.721 0.272
H -0.092 -0.039 -0.292
H -0.219 0.163 -0.138
H 0.141 -0.005 0.030
H 0.056 0.055 -0.123
H 0.139 0.104 0.077
H 0.116 -0.129 0.397
H -0.043 -0.247 0.197

As for the multiplicity: 1. The calculation puts the HOMO-LUMO gap at 0.1891 hartree. As for the total charge: -2. The HOMO energy is -1.64 eV.

Mulliken atomic charge list, values in e, 8 entries: 0.84, -0.02, -0.75, -0.89, -0.91, -0.78, -0.57, 0.09



2.
DFT (ωB97M-V with the def2-TZVPD basis set) results for a molecular structure, C14H39NOP2PdSi.

CARTESIAN COORDINATES (ANGSTROEM)
Pd: -0.976 0.082 0.817
Si: -2.069 0.403 -1.444
P: -0.593 -2.054 0.142
P: 0.197 1.993 0.390
H: -0.407 0.179 -3.966
C: 1.080 -2.609 0.547
H: 1.002 -3.684 0.770
H: 1.454 -2.040 1.416
H: 1.738 -2.445 -0.318
C: -0.829 -2.621 -1.579
H: -0.461 -3.662 -1.600
H: -0.259 -2.009 -2.298
H: -1.898 -2.600 -1.838
C: -1.731 -3.141 1.077
H: -1.512 -4.177 0.786
H: -2.758 -2.875 0.804
H: -1.582 -3.001 2.152
C: 1.979 1.958 0.682
H: 2.293 2.984 0.932
H: 2.493 1.623 -0.230
H: 2.197 1.263 1.511
C: 0.170 2.849 -1.225
H: 0.857 3.701 -1.141
H: -0.839 3.214 -1.451
H: 0.495 2.187 -2.036
C: -0.379 3.363 1.459
H: 0.263 4.230 1.266
H: -0.327 3.089 2.516
H: -1.412 3.602 1.189
C: -2.809 0.684 -3.244
H: -2.912 -0.236 -3.839
H: -2.385 1.507 -3.832
H: -3.820 0.977 -2.940
H: -3.061 -0.708 -1.203
H: -2.430 1.755 -1.031
C: 1.244 -0.159 -3.620
O: 0.106 0.325 -3.124
C: 2.152 -0.949 -2.816
H: 3.186 -0.615 -2.975
H: 2.180 -2.012 -3.104
H: 1.961 -0.901 -1.745
C: 1.660 0.209 -4.964
H: 2.645 0.710 -4.970
H: 0.961 0.888 -5.470
H: 1.832 -0.654 -5.638
C: -1.323 0.426 3.844
C: 0.111 -0.021 3.652
C: 1.154 0.918 4.239
C: 0.361 -1.455 4.091
N: 0.434 -0.081 2.185
H: -1.665 0.412 4.883
H: -1.947 -0.250 3.215
H: -1.433 1.441 3.418
H: 1.122 0.965 5.336
H: 2.157 0.586 3.941
H: 1.035 1.934 3.850
H: -0.359 -2.126 3.614
H: 1.350 -1.769 3.743
H: 0.308 -1.601 5.178

Force components x, y, z for each atom (eV/Å):
Pd -0.975 0.191 -0.363
Si -0.751 -0.490 -2.366
P -0.851 0.110 -0.011
P -0.433 1.116 -0.260
H -0.733 0.945 1.679
C 0.105 -0.444 0.211
H 0.432 0.163 -0.043
H -0.195 -0.316 -0.460
H -0.155 -0.132 0.316
C 0.159 -0.575 0.028
H -0.199 0.242 -0.290
H -0.287 -0.237 0.415
H 0.378 -0.010 0.041
C 0.447 -0.564 -0.451
H -0.320 -0.081 0.306
H 0.216 -0.086 0.086
H -0.068 -0.069 -0.250
C 0.455 0.050 0.360
H 0.168 -0.342 -0.117
H -0.103 0.069 0.266
H -0.013 0.356 -0.412
C 0.108 0.310 -0.069
H -0.148 -0.028 -0.182
H 0.261 -0.057 0.023
H -0.101 0.205 0.304
C 0.398 0.253 -0.201
H -0.180 0.139 0.215
H -0.022 0.072 -0.172
H 0.133 -0.040 0.102
C -0.060 -0.106 0.349
H 0.166 0.247 0.034
H -0.002 -0.210 0.076
H -0.102 0.055 -0.327
H -0.040 0.168 0.677
H -0.355 0.482 0.856
C 2.161 -0.517 -0.238
O -1.749 -0.352 -1.759
C 1.012 -0.523 0.713
H 0.014 0.056 0.088
H -0.162 -0.065 0.061
H -0.177 0.090 0.033
C 0.618 0.241 -1.495
H -0.188 0.085 0.104
H 0.035 -0.120 0.113
H -0.252 0.113 0.222
C -0.359 0.126 -0.592
C 0.524 -0.252 -1.760
C 0.277 0.248 0.298
C 0.031 -0.436 0.302
N 1.416 -0.143 2.432
H -0.020 -0.011 -0.089
H 0.062 0.319 0.572
H -0.085 -0.373 0.397
H -0.097 -0.040 -0.168
H -0.200 -0.018 0.111
H -0.073 -0.078 0.082
H -0.028 0.076 0.143
H -0.047 0.079 0.184
H -0.044 0.107 -0.124

As for the multiplicity: 5. The calculation puts the HOMO-LUMO gap (alpha / beta) at 0.1919 / 0.2359 hartree. As for the total charge: 0. The HOMO energy (alpha / beta) is -4.57 / -7.13 eV.

Mulliken atomic charge list, values in e, 8 entries: -0.75, 1.57, 1.46, 1.58, 0.16, -1.21, 0.41, 0.12



3.
DFT (ωB97M-V with the def2-TZVPD basis set) results for a molecular structure, C14H40O14S4Ti.

CARTESIAN COORDINATES (ANGSTROEM)
Ti: 14.497 -10.886 7.904
O: 12.101 -11.256 7.760
S: 11.400 -11.367 6.490
O: 10.935 -10.188 5.769
O: 12.447 -12.126 5.429
C: 12.158 -12.061 4.030
C: 13.376 -12.708 3.345
C: 10.139 -12.733 6.481
H: 11.876 -11.057 3.713
H: 11.224 -12.561 3.772
H: 13.176 -12.854 2.284
H: 13.485 -13.766 3.584
H: 14.332 -12.292 3.663
H: 9.458 -12.398 7.263
H: 10.638 -13.675 6.709
H: 9.687 -12.713 5.489
O: 15.133 -7.210 5.058
S: 14.883 -8.652 5.030
O: 14.322 -9.332 6.208
O: 13.889 -8.959 3.720
C: 13.999 -8.303 2.557
C: 12.722 -8.675 1.682
C: 16.430 -9.507 4.331
H: 14.893 -8.569 1.993
H: 14.165 -7.236 2.705
H: 12.573 -7.870 0.963
H: 11.792 -8.633 2.248
H: 12.547 -9.643 1.213
H: 16.812 -8.796 3.598
H: 16.313 -10.551 4.040
H: 17.190 -9.482 5.113
O: 16.530 -9.424 8.161
S: 17.831 -8.702 8.191
O: 18.918 -9.098 7.323
O: 17.536 -7.044 7.969
C: 18.214 -6.351 6.958
C: 17.186 -5.256 6.465
C: 18.451 -8.625 9.842
H: 18.514 -7.040 6.168
H: 19.116 -5.859 7.322
H: 17.449 -4.953 5.451
H: 17.303 -4.466 7.206
H: 16.151 -5.595 6.415
H: 19.080 -9.502 9.996
H: 17.521 -8.549 10.405
H: 19.035 -7.705 9.885
O: 16.209 -13.608 4.520
S: 16.435 -13.755 5.991
O: 16.094 -12.737 6.979
O: 15.854 -15.133 6.632
C: 14.500 -15.411 6.520
C: 14.159 -16.766 7.232
C: 18.261 -14.222 6.198
H: 14.311 -15.495 5.450
H: 13.945 -14.617 7.019
H: 14.419 -17.523 6.493
H: 13.082 -16.828 7.386
H: 14.816 -16.844 8.098
H: 18.475 -14.186 7.266
H: 18.725 -13.464 5.567
H: 18.427 -15.226 5.807
C: 13.280 -8.202 9.238
O: 13.837 -9.415 9.802
H: 12.226 -7.985 9.412
H: 13.821 -7.384 9.713
H: 13.379 -8.108 8.156
H: 13.743 -9.329 10.754
C: 14.963 -13.765 10.130
O: 15.151 -12.442 9.748
H: 15.519 -14.347 9.394
H: 15.346 -14.007 11.121
H: 13.894 -13.966 10.065
H: 16.097 -12.279 9.763

Force components x, y, z for each atom (eV/Å):
Ti 0.350 -0.321 0.519
O -0.602 -0.314 -1.104
S 0.841 -0.605 -3.107
O 0.110 -1.458 1.652
O -0.722 0.818 2.001
C 0.164 -0.208 -0.792
C -0.916 -0.633 0.102
C 0.692 1.733 0.713
H 0.982 0.393 0.153
H 0.015 -0.857 0.281
H 0.415 1.005 -0.298
H -0.330 -0.105 0.808
H -0.232 0.456 -0.590
H -0.300 -0.446 -0.128
H -0.012 0.261 0.046
H 0.030 0.021 0.202
O -0.412 -2.361 0.216
S 0.449 -0.054 -1.545
O 0.617 1.127 -2.421
O 0.291 -2.046 5.384
C -0.504 0.894 -3.863
C -0.343 1.377 0.737
C -0.347 1.098 1.552
H 0.228 -0.585 -0.081
H -0.839 0.268 0.020
H 0.258 -0.227 -0.366
H 0.200 0.446 0.778
H 1.350 -0.150 -0.141
H -0.411 -0.343 -0.401
H -0.550 0.317 -0.244
H -0.182 0.005 0.383
O 2.687 1.519 -0.005
S -1.104 0.858 -0.883
O -1.062 0.092 0.149
O -0.488 -3.402 1.594
C -0.892 1.083 -1.918
C 1.255 -0.761 0.419
C -0.604 0.300 -0.522
H -0.090 0.062 -0.088
H 0.005 -0.103 0.256
H 0.184 0.372 0.185
H -0.366 0.374 -0.437
H 0.293 -0.260 0.282
H -0.339 0.005 0.223
H 0.446 -0.157 0.610
H -0.029 -0.166 0.164
O -0.132 -0.178 3.782
S 1.825 -1.265 -0.920
O -0.054 0.025 -1.436
O 2.387 0.781 -0.515
C -2.102 -0.895 0.320
C 1.001 1.087 -1.708
C -2.036 0.550 -0.275
H -0.670 0.212 0.055
H -0.232 0.247 -0.350
H 0.079 -0.376 0.383
H 0.221 0.053 0.473
H -0.542 -0.220 0.234
H 0.109 0.261 -0.234
H 0.347 -0.083 0.373
H -0.255 0.178 -0.094
C 0.356 0.992 0.494
O -0.818 0.402 -1.164
H -0.218 -0.757 0.445
H 0.059 0.303 -0.294
H 0.540 -0.628 0.125
H 0.032 -0.325 0.010
C -0.054 -1.066 -0.583
O 0.149 1.857 0.134
H -0.256 -0.735 0.065
H -0.114 0.198 0.156
H 0.130 -0.165 0.081
H 0.061 0.219 -0.050

As for the multiplicity: 4. The calculation puts the HOMO-LUMO gap (alpha / beta) at 0.1713 / 0.4034 hartree. As for the total charge: +1. The HOMO energy (alpha / beta) is -6.70 / -13.05 eV.

Mulliken atomic charge list, values in e, 8 entries: 0.89, -0.62, 0.92, -0.62, -0.04, -0.29, -0.97, -1.10



For each record above, in turn, the calculated energy values are -2606.401944; -1786.617928; -4052.571553 hartree.
For each record above, in turn, the calculated maximum force values are 1.97; 2.82; 5.77 eV/A.
For each record above, in turn, the calculated energy above the lowest of the compared OMol25 structures with the same formula, charge and spin values are 0.000; 2.151; 2.916 eV.